#i
ORCA calculation (the ωB97M-V functional and the def2-TZVPD basis) on one molecule with the formula C6H8O2.

The gap between HOMO and LUMO is 8.5543 eV. As for the lowest unoccupied orbital energy: 0.5756 eV. The total charge is 0. The value obtained for the molar mass is 112.1 g mol⁻¹.

CARTESIAN COORDINATES (ANGSTROEM)
O (-1.75, 2.35, 1.48)
O (-2.02, 0.13, -0.44)
C (-1.38, 2.52, 0.27)
C (2.44, -1.88, -0.41)
C (1.44, -1.01, 0.34)
C (-1.53, 1.43, -0.76)
C (0.19, -0.79, 0.02)
C (-1.16, -0.76, 0.09)
H (1.71, -0.51, 1.24)
H (2.05, -2.71, -0.91)
H (-2.21, 1.84, -1.56)
H (3.06, -2.29, 0.41)
H (-1.49, -1.55, 0.73)
H (3.17, -1.34, -0.94)
H (-1.75, 3.21, 2.04)
H (-0.78, 1.34, -1.57)

***

#ii
ORCA calculation (the ωB97M-V functional and the def2-TZVPD basis) on one molecule with the formula C6H8O2.

As for the structure (SMILES): C1[C@@H]2O[C@H]3C[C@@H]3O[C@@H]12. The gap between HOMO and LUMO is 10.0444 eV. As for the lowest unoccupied orbital energy: 0.9147 eV. The total charge is 0. The value obtained for the molar mass is 112.1 g mol⁻¹.

CARTESIAN COORDINATES (ANGSTROEM)
O (0.08, 1.63, -0.21)
O (0.10, -1.41, -0.20)
C (2.38, -0.01, 0.13)
C (1.12, 0.68, -0.58)
C (-1.10, -0.68, -0.53)
C (0.98, -0.37, 0.45)
C (-2.34, 0.05, 0.15)
C (-1.00, 0.64, 0.18)
H (-3.36, 0.34, -0.40)
H (-2.64, -0.29, 1.20)
H (-0.86, 0.35, 1.20)
H (2.88, 0.19, 1.02)
H (1.10, 0.15, -1.61)
H (-1.13, -0.35, -1.58)
H (0.79, -0.12, 1.40)
H (2.98, -0.80, -0.61)

***

Stability ranking, top entry: #i; the second entry is 70.5 kcal/mol less favorable.

***

#i
ORCA calculation (the ωB97M-V functional and the def2-TZVPD basis) on a 2-piece molecular cluster, C2H3ClN2O overall.

As for the structure (SMILES): O/N=C/Cl.C#N. The gap between HOMO and LUMO is 10.4298 eV. As for the lowest unoccupied orbital energy: 0.6221 eV. The total charge is 0. The value obtained for the molar mass is 106.5 g mol⁻¹.

CARTESIAN COORDINATES (ANGSTROEM)
Cl (2.77, -0.14, -0.17)
O (-0.74, 1.43, 0.07)
N (-0.35, -1.87, -0.30)
N (0.53, 0.94, 0.44)
C (-1.32, -1.68, 0.28)
C (1.32, 0.66, -0.50)
H (1.23, 0.85, -1.58)
H (-2.25, -1.50, 0.77)
H (-1.18, 1.32, 0.98)

***

#ii
ORCA calculation (the ωB97M-V functional and the def2-TZVPD basis) on a 2-piece molecular cluster, C2H3ClN2O overall.

As for the structure (SMILES): C=NN=C=O.Cl. The gap between HOMO and LUMO is 10.6284 eV. As for the lowest unoccupied orbital energy: 0.3162 eV. The total charge is 0. The value obtained for the molar mass is 106.5 g mol⁻¹.

CARTESIAN COORDINATES (ANGSTROEM)
Cl (1.51, 1.52, 1.38)
O (-2.69, -1.35, 2.68)
N (-1.28, 0.47, 0.17)
N (-2.17, 0.29, 1.16)
C (-0.53, -0.49, -0.11)
C (-2.30, -0.69, 1.83)
H (0.31, -0.17, -0.69)
H (1.46, 1.51, 0.07)
H (-0.40, -1.27, 0.63)

***

Stability ranking, top entry: #ii; the second entry is 9.6 kcal/mol less favorable.